No. 1
Computed, not measured: a cluster of 3 separate species, C3H13NO3S in total in a non-equilibrium geometry, with the ωB97M-V functional and the def2-TZVPD basis.

Positions of all 21 atoms, in Å:
C 0.15204 1.62794 -1.03128
C 1.26013 0.51443 -0.92486
S 2.84549 1.35273 -0.91694
N -0.99341 1.25767 -0.23353
C -0.83304 0.99882 1.23551
O -0.53313 -0.32240 1.60617
H -0.01879 1.73435 -2.17296
H 0.34111 2.65901 -0.68951
H 1.24671 0.00220 0.05931
H 0.85972 -0.41239 -1.52633
H 3.46836 0.79587 -1.90865
H -1.63810 0.55724 -0.57022
H -1.77732 0.97603 1.80007
H -0.15418 1.59218 1.93117
H 0.33891 -0.61449 1.43295
H 1.32916 -2.26457 1.66394
H -0.34698 -2.37212 1.74061
O 0.52544 -2.51710 1.17437
H -2.64820 -2.26001 -1.07306
H -1.22986 -1.75768 -0.83646
O -2.19408 -1.54772 -0.76032

- HOMO-LUMO gap (Ha) = 0.335
- HOMO level (eV) = -8.665
- ΔE to the lowest compared entry with this formula, charge and spin (kJ/mol) = 275.7
- strongest force on any atom (eV/Å) = 4.44
- spin multiplicity = 1
- SMILES string = OCNCCS.O.O
- net charge = 0

No. 2
Computed, not measured: a cluster of 5 separate species, C3H13NO4 in total in a non-equilibrium geometry, with the ωB97M-V functional and the def2-TZVPD basis.

Positions of all 21 atoms, in Å:
C 1.65739 -0.86768 -1.49048
C 0.51646 -1.34807 -2.22789
C 1.31539 0.13569 -0.38981
N 1.89151 -1.37037 -0.08284
H 2.58368 -0.73704 -2.02542
H -0.10997 -0.65603 -2.77513
H 0.47913 -2.30124 -2.70433
H 1.98555 0.92949 -0.08341
H 0.23974 0.31623 -0.17372
H -1.70610 -1.15876 0.08804
H -0.73297 -1.81572 -1.00770
O -1.36946 -2.01603 -0.22502
H -2.27535 0.51728 1.53076
H 1.12176 -1.95021 0.13021
O -2.14530 0.62984 0.59443
H -0.37299 1.65477 3.77955
H -0.41568 1.78774 2.18078
O -0.67662 1.25434 2.96990
H -0.33988 3.25211 0.63734
H -1.46504 1.39974 0.53388
O -0.18124 2.34392 0.74085

- HOMO-LUMO gap (Ha) = 0.121
- HOMO level (eV) = -8.418
- ΔE to the lowest compared entry with this formula, charge and spin (kJ/mol) = 852.7
- strongest force on any atom (eV/Å) = 3.53
- spin multiplicity = 1
- net charge = 0

No. 3
Computed, not measured: a cluster of 4 separate species, C3H13NO4 in total in a non-equilibrium geometry, with the ωB97M-V functional and the def2-TZVPD basis.

Positions of all 21 atoms, in Å:
C 1.34689 1.60915 -0.78869
C 1.20523 0.09112 -0.65472
C -0.31701 -0.12041 -0.83318
N -0.77458 -0.85794 -1.96750
O -1.14356 0.25288 -0.03792
H 0.86676 2.19948 -0.00348
H 2.50602 1.84880 -0.69681
H 1.14064 2.05640 -1.70419
H 1.67340 -0.27626 0.26057
H 1.77722 -0.44378 -1.30298
H -0.24724 -0.77504 -2.78729
H -1.49660 -1.43159 -1.89847
H 1.94720 -2.08287 2.79179
H 1.11691 -0.87074 2.39022
O 1.83505 -1.29038 2.22789
H -0.12920 1.20349 2.51461
H -0.48686 0.18565 1.51901
O -0.23578 0.30431 2.40152
H -2.82933 -0.11384 -0.39863
H -4.14213 -0.86167 -0.17249
O -3.61305 -0.62678 -0.85927

- HOMO-LUMO gap (Ha) = 0.415
- HOMO level (eV) = -10.556
- ΔE to the lowest compared entry with this formula, charge and spin (kJ/mol) = 206.1
- strongest force on any atom (eV/Å) = 10.37
- spin multiplicity = 1
- SMILES string = CCC(N)=O.O.O.O
- net charge = 0

No. 4
Computed, not measured: a cluster of 4 separate species, C3H13NO4 in total in a non-equilibrium geometry, with the ωB97M-V functional and the def2-TZVPD basis.

Positions of all 21 atoms, in Å:
C -1.95378 0.73569 -0.49439
C -0.49560 1.26870 -0.50468
C 0.46111 0.17869 -0.97824
N 1.57596 0.61983 -1.59579
O 0.29002 -0.97672 -0.61625
H -2.18131 0.57249 0.55317
H -2.61899 1.51241 -0.82727
H -2.19460 -0.12595 -1.09984
H -0.16804 1.50468 0.53224
H -0.36458 2.28330 -0.88758
H 1.67840 1.60517 -1.73041
H 2.42112 0.07343 -1.69241
H -0.33666 1.10848 2.60808
H -0.61091 1.74683 3.95930
O -0.27405 1.94882 3.08159
H 0.27154 -1.33645 1.40982
H 0.06779 -1.89718 2.88845
O 0.09584 -1.10705 2.33276
H 1.34044 -2.82814 -1.62351
H 1.26766 -3.43236 -3.07871
O 1.72867 -3.45466 -2.23634

- HOMO-LUMO gap (Ha) = 0.409
- HOMO level (eV) = -10.517
- ΔE to the lowest compared entry with this formula, charge and spin (kJ/mol) = 55.1
- strongest force on any atom (eV/Å) = 1.54
- spin multiplicity = 1
- SMILES string = CCC(N)=O.O.O.O
- net charge = 0

No. 5
Computed, not measured: a cluster of 3 separate species, C3H13NO4 in total in a non-equilibrium geometry, with the ωB97M-V functional and the def2-TZVPD basis.

Positions of all 21 atoms, in Å:
C 0.18945 -1.18761 -0.63062
O 0.24426 -1.67743 0.69195
C -0.38833 0.23905 -0.68745
C 0.42378 1.15477 -1.58867
O 1.34296 1.95401 -0.81104
N -1.81623 0.23346 -0.96097
H 1.18366 -1.25860 -1.06232
H -0.43322 -1.85344 -1.19678
H 1.04877 -1.39473 1.14492
H -0.24939 0.57711 0.31849
H -0.24208 1.84150 -2.12104
H 1.05919 0.65650 -2.32768
H 0.88806 2.64369 -0.31889
H -2.24130 -0.66622 -1.08824
H -2.30314 0.75699 -0.25251
H -2.73824 -1.79885 1.94688
H -1.32755 -1.22880 1.67871
O -2.16330 -1.05910 2.15264
H 3.15874 0.51878 1.16971
H 1.84470 0.94195 0.53407
O 2.20122 0.48122 1.31578

- HOMO-LUMO gap (Ha) = 0.371
- HOMO level (eV) = -9.383
- ΔE to the lowest compared entry with this formula, charge and spin (kJ/mol) = 159.8
- strongest force on any atom (eV/Å) = 1.30
- spin multiplicity = 1
- SMILES string = NC(CO)CO.O.O
- net charge = 0

No. 6
Computed, not measured: a cluster of 4 separate species, C3H13NO4 in total in a non-equilibrium geometry, with the ωB97M-V functional and the def2-TZVPD basis.

Positions of all 21 atoms, in Å:
C 1.19253 0.72810 -0.15378
N 0.16390 1.38038 -0.66721
C -0.83990 1.93161 0.21677
C -0.21924 1.31008 -2.05747
O 1.50445 0.57777 1.03660
H 1.83422 0.12294 -0.81604
H -0.55672 1.94114 1.26992
H -1.16167 2.83717 -0.31498
H -1.74744 1.30252 0.25587
H 0.62606 0.78414 -2.53735
H -1.11593 0.74496 -2.32516
H -0.23289 2.30788 -2.50751
H 0.52816 -3.32055 -1.98697
H -0.03165 -2.43937 -0.83252
O 0.36176 -2.40896 -1.73346
H -0.93978 -1.54303 1.30964
H -1.93623 -1.90440 0.20975
O -1.06998 -2.15605 0.54739
H 0.29320 0.08603 2.10368
H -0.19420 -0.66919 3.39939
O -0.48327 -0.35575 2.53909

- HOMO-LUMO gap (Ha) = 0.387
- HOMO level (eV) = -9.836
- ΔE to the lowest compared entry with this formula, charge and spin (kJ/mol) = 88.2
- strongest force on any atom (eV/Å) = 2.71
- spin multiplicity = 1
- SMILES string = CN(C)C=O.O.O.O
- net charge = 0

No. 7
Computed, not measured: a cluster of 5 separate species, C3H13NO4 in total in a non-equilibrium geometry, with the ωB97M-V functional and the def2-TZVPD basis.

Positions of all 21 atoms, in Å:
C 1.85113 0.92693 -2.56114
C 1.34789 2.03956 -2.03916
C 3.63480 -0.02620 -1.38928
N 2.63921 -0.13687 -2.17144
H 1.40744 0.75493 -3.55793
H 1.55628 2.24573 -0.97319
H 0.75338 2.76595 -2.56204
H 4.19377 -0.95023 -1.32460
H 4.01935 0.81415 -0.81145
H -6.00594 -3.31729 1.79179
H -5.90781 -2.02337 2.51559
O -6.57914 -2.65529 2.18968
H 0.36568 -2.48809 0.52558
H -0.11777 -1.11354 0.09809
O -0.42727 -1.95916 0.43187
H 2.83818 4.07431 1.38103
H 1.34823 3.72145 1.74303
O 2.08347 3.52385 1.16801
H -1.72742 -1.57969 1.64893
H -2.15519 -1.01122 2.92523
O -2.56182 -1.32917 2.09748

- HOMO-LUMO gap (Ha) = 0.360
- HOMO level (eV) = -9.498
- ΔE to the lowest compared entry with this formula, charge and spin (kJ/mol) = 317.1
- strongest force on any atom (eV/Å) = 3.30
- spin multiplicity = 1
- SMILES string = C=CN=C.O.O.O.O
- net charge = 0

No. 8
Computed, not measured: a cluster of 4 separate species, C3H13O4 in total in a non-equilibrium geometry, with the ωB97M-V functional and the def2-TZVPD basis.

Positions of all 20 atoms, in Å:
C -0.38365 -1.50258 -0.29970
O -0.30254 -0.73583 -1.50534
C -1.53391 -0.90522 0.56189
C -2.00718 -1.99963 1.52430
H 0.51718 -1.42744 0.31026
H -0.63620 -2.49788 -0.66510
H -2.36645 -0.56799 -0.05688
H -1.13231 -0.01048 1.04522
H -2.60839 -1.52744 2.30667
H -1.19230 -2.41701 2.13844
H -2.50171 -2.82003 1.00855
H 0.29369 0.05318 -1.43681
H 2.30769 0.34059 -1.27697
O 1.56182 0.93706 -1.13515
H 0.39177 1.66852 1.33565
H 1.40118 1.69910 0.20729
O 1.26655 2.04444 1.13204
H 2.52616 3.77444 -1.16359
H 1.98560 2.52437 -2.00615
O 2.41302 3.36982 -2.02463

- HOMO-LUMO gap (alpha / beta) (Ha) = 0.414 / 0.227
- HOMO level (alpha / beta) (eV) = -10.830 / -10.585
- ⟨S²⟩ = 0.757
- ΔE to the lowest compared entry with this formula, charge and spin (kJ/mol) = 0.0
- strongest force on any atom (eV/Å) = 2.24
- spin multiplicity = 2
- net charge = 0

No. 9
Computed, not measured: a cluster of 4 separate species, C3H13O4S in total in a non-equilibrium geometry, with the ωB97M-V functional and the def2-TZVPD basis.

Positions of all 21 atoms, in Å:
C -0.13472 -0.64511 -0.97599
O -0.39489 -0.81152 0.36258
C 1.33368 -0.29325 -1.45523
C 1.99398 0.55855 -0.41940
S 3.66771 1.16268 -1.10957
H -0.84287 0.12177 -1.36530
H -0.39426 -1.60626 -1.51360
H 1.89274 -1.18009 -1.70772
H 1.14096 0.37637 -2.30059
H 2.20996 0.05609 0.52086
H 1.56896 1.50915 -0.13004
H 3.19104 1.75080 -2.20082
H 0.85825 -1.71058 0.91279
H 1.21042 -3.09945 0.32364
O 1.60986 -2.37717 0.84363
H -2.85348 0.42339 0.58330
H -1.31230 0.37621 0.88758
O -2.16531 0.84060 1.11543
H -3.47460 1.23782 2.37057
H -4.66446 2.12718 2.66446
O -4.44070 1.18280 2.59344

- HOMO-LUMO gap (Ha) = 0.274
- HOMO level (eV) = -4.328
- ΔE to the lowest compared entry with this formula, charge and spin (kJ/mol) = 52.5
- strongest force on any atom (eV/Å) = 2.64
- spin multiplicity = 1
- net charge = -1

No. 10
Computed, not measured: a cluster of 3 separate species, C3H14N2O in total in a non-equilibrium geometry, with the ωB97M-V functional and the def2-TZVPD basis.

Positions of all 20 atoms, in Å:
C 0.61322 -1.14984 -0.17380
C 0.43455 -0.47795 1.20362
C -0.93134 0.05492 0.82384
N -1.35069 0.98823 2.70642
N 1.25276 -0.16338 -1.13590
H -0.35932 -1.49498 -0.52431
H 1.35011 -2.06523 -0.08607
H 1.25006 0.37005 1.44110
H 0.40557 -1.20929 2.02836
H -1.44874 0.62111 0.04445
H -1.73291 -0.66315 1.09241
H -1.03121 1.33654 3.63647
H -1.98646 1.72906 2.38959
H -1.98334 0.22900 2.88770
H 2.24846 -0.33254 -1.24509
H 1.32621 0.81819 -0.84099
H 0.66527 -0.12154 -1.98130
H -0.07898 1.15632 -4.01524
H 0.87983 -0.03634 -4.49975
O 0.47694 0.41082 -3.75150

- HOMO-LUMO gap (Ha) = 0.357
- HOMO level (eV) = -19.075
- ΔE to the lowest compared entry with this formula, charge and spin (kJ/mol) = 332.8
- strongest force on any atom (eV/Å) = 4.68
- spin multiplicity = 1
- net charge = +2

No. 11
Computed, not measured: a cluster of 3 separate species, C3H14N2O2 in total in a non-equilibrium geometry, with the ωB97M-V functional and the def2-TZVPD basis.

Positions of all 21 atoms, in Å:
C 0.18625 -1.63699 0.74090
C 0.50111 -0.15570 0.92812
C -0.58276 0.71749 1.52521
N -0.26137 2.16932 1.50528
N 1.39305 -2.15826 0.02479
H -0.65495 -1.75999 0.01147
H -0.00425 -2.09344 1.72988
H 0.84565 0.19038 -0.02480
H 1.41857 -0.13003 1.55578
H -1.54010 0.44239 1.02404
H -0.86119 0.52369 2.58456
H 0.69492 2.22605 1.83510
H -0.93179 2.64586 2.09771
H 1.44768 -3.14777 0.24221
H 1.21501 -2.17491 -0.98126
H -0.61273 1.74190 -0.91011
H -0.85380 2.37386 -2.32071
O -0.88544 1.55892 -1.81474
H 0.27880 -0.04488 -3.76517
H -0.70368 -0.47646 -2.66473
O -0.08899 -0.81141 -3.32352

- HOMO-LUMO gap (Ha) = 0.376
- HOMO level (eV) = -9.408
- ΔE to the lowest compared entry with this formula, charge and spin (kJ/mol) = 86.5
- strongest force on any atom (eV/Å) = 1.70
- spin multiplicity = 1
- SMILES string = NCCCN.O.O
- net charge = 0